{"formula": "C47H110BN7O23", "method": "ωB97M-V/def2-TZVPD", "largest_force_ev_per_a": 3.819, "gap_ha": 0.2514, "energy_ha": -3994.9628, "charge": 2, "spin_multiplicity": 1, "elements": ["O", "C", "O", "B", "O", "C", "O", "O", "C", "O", "C", "O", "O", "C", "N", "C", "C", "C", "C", "O", "H", "H", "H", "H", "H", "H", "H", "H", "H", "H", "H", "H", "H", "H", "C", "N", "C", "C", "C", "C", "O", "H", "H", "H", "H", "H", "H", "H", "H", "H", "H", "H", "H", "H", "H", "C", "N", "C", "C", "C", "C", "O", "H", "H", "H", "H", "H", "H", "H", "H", "H", "H", "H", "H", "H", "H", "C", "N", "C", "C", "C", "C", "O", "H", "H", "H", "H", "H", "H", "H", "H", "H", "H", "H", "H", "H", "H", "C", "N", "C", "C", "C", "C", "O", "H", "H", "H", "H", "H", "H", "H", "H", "H", "H", "H", "H", "H", "H", "C", "N", "C", "C", "C", "C", "O", "H", "H", "H", "H", "H", "H", "H", "H", "H", "H", "H", "H", "H", "H", "C", "N", "C", "C", "C", "C", "O", "H", "H", "H", "H", "H", "H", "H", "H", "H", "H", "H", "H", "H", "H", "C", "C", "O", "O", "H", "H", "H", "C", "C", "O", "O", "H", "H", "H", "C", "C", "O", "O", "H", "H", "H", "C", "C", "O", "O", "H", "H", "H"], "positions_angstrom": [[16.90586, 12.42618, 15.13619], [17.15526, 13.03040, 16.12382], [16.62516, 13.03984, 17.33303], [17.11660, 14.15689, 18.10580], [18.19578, 14.77870, 17.34681], [18.32466, 14.09623, 16.15032], [19.04639, 14.43763, 15.29690], [17.61469, 13.70984, 19.37522], [17.05175, 14.47627, 20.37794], [17.43002, 14.54112, 21.50819], [16.04794, 15.41441, 19.67517], [16.07552, 15.18802, 18.37722], [15.38460, 16.26642, 20.21014], [11.85602, 10.02161, 14.64679], [13.22019, 10.11488, 13.98021], [13.74356, 8.74957, 13.76025], [13.08864, 10.72634, 12.56439], [14.20551, 10.89712, 14.91589], [13.67930, 12.24438, 15.39831], [13.66639, 13.14029, 14.28345], [11.23980, 9.29973, 14.11432], [11.40325, 11.00209, 14.57872], [11.99809, 9.71778, 15.68812], [13.72099, 8.19410, 14.71015], [14.78371, 8.87123, 13.51392], [13.18252, 8.22770, 12.98626], [12.76939, 11.74099, 12.70829], [12.35965, 10.13876, 12.02372], [14.09504, 10.76490, 12.13597], [15.13130, 11.06389, 14.38211], [14.41240, 10.19609, 15.72589], [14.35538, 12.60017, 16.17948], [12.72678, 12.06775, 15.86441], [13.58692, 14.05935, 14.59358], [14.60396, 11.49919, 19.79719], [15.17774, 10.16748, 20.10092], [16.47755, 10.02466, 19.34365], [15.39960, 10.04041, 21.62779], [14.08330, 9.17787, 19.60341], [14.38450, 7.69267, 19.81854], [15.61415, 7.19408, 19.31631], [14.41823, 11.49072, 18.70923], [15.33495, 12.26395, 20.01754], [13.62692, 11.70437, 20.21907], [16.97215, 9.09307, 19.58114], [17.10494, 10.91742, 19.50678], [16.17450, 9.93246, 18.26825], [14.44921, 9.85375, 22.12805], [15.81163, 10.97308, 22.00346], [16.05088, 9.20083, 21.81949], [13.98728, 9.31626, 18.53880], [13.18573, 9.53511, 20.10945], [13.61050, 7.13457, 19.28252], [14.39718, 7.41464, 20.86681], [15.67143, 7.21492, 18.36354], [16.98385, 17.85359, 25.55558], [16.65687, 16.40067, 25.31943], [15.26744, 16.23501, 25.90937], [16.49141, 16.22703, 23.87295], [17.57804, 15.36075, 25.93248], [18.93822, 15.31902, 25.25829], [19.68661, 14.33568, 25.98278], [16.07438, 18.42508, 25.43013], [17.78033, 18.22684, 24.89582], [17.27903, 17.88989, 26.59950], [15.33440, 16.42823, 27.00043], [14.97175, 15.19576, 25.72862], [14.59690, 16.93681, 25.41203], [17.31171, 16.74039, 23.33829], [15.56852, 16.74266, 23.60319], [16.34786, 15.17460, 23.66598], [17.09561, 14.38597, 25.82518], [17.55318, 15.61168, 26.99363], [19.44535, 16.27631, 25.33735], [18.79865, 15.01588, 24.23838], [20.37790, 13.98605, 25.40258], [13.35278, 17.78030, 18.08578], [11.96856, 17.29802, 18.43555], [11.85351, 15.89840, 17.85562], [11.79425, 17.29084, 19.93162], [10.83001, 18.22515, 17.80414], [9.48064, 18.14522, 18.45462], [8.88167, 16.85191, 18.59311], [13.48220, 18.72918, 18.60734], [13.40554, 18.03078, 17.03489], [14.05776, 17.03560, 18.41983], [10.79458, 15.65378, 17.80984], [12.55122, 15.23358, 18.35864], [12.14786, 15.90292, 16.80904], [11.46129, 18.28200, 20.21416], [12.69230, 16.98479, 20.44384], [10.89292, 16.74409, 20.16001], [10.87700, 17.96245, 16.74125], [11.11827, 19.27086, 17.94455], [8.93267, 18.82026, 17.79822], [9.55605, 18.71887, 19.39586], [7.95408, 16.95951, 18.78244], [16.49431, 13.83573, 9.63301], [16.09217, 14.61795, 10.87527], [15.95390, 16.08004, 10.54703], [14.75417, 14.12296, 11.34987], [17.08473, 14.42405, 12.04925], [18.53320, 14.92053, 11.77359], [19.30648, 14.08980, 10.90435], [17.38537, 14.24626, 9.17935], [15.64116, 13.93845, 8.96048], [16.61344, 12.79564, 9.91562], [15.94420, 16.59309, 11.50855], [15.02187, 16.26778, 10.01476], [16.86117, 16.37447, 10.00808], [14.01060, 14.35450, 10.58325], [14.43878, 14.73363, 12.20254], [14.91612, 13.08156, 11.64463], [17.00688, 13.36294, 12.25961], [16.73746, 15.01298, 12.91510], [18.94737, 14.98254, 12.78774], [18.47482, 15.92991, 11.33874], [20.22062, 14.35773, 11.00789], [21.35939, 9.43909, 13.77414], [20.93989, 10.86367, 13.54190], [21.81352, 11.56692, 12.53667], [19.52963, 10.87026, 13.15108], [20.97915, 11.77758, 14.77576], [22.32028, 12.12735, 15.39887], [22.90474, 13.21476, 14.70905], [20.89272, 9.05125, 14.66960], [22.42687, 9.47848, 13.99522], [21.07761, 8.79043, 12.93972], [22.80199, 11.41695, 12.92398], [21.64781, 12.64670, 12.47434], [21.64907, 11.14920, 11.53356], [19.13842, 11.88723, 13.23751], [18.93894, 10.20541, 13.78514], [19.40121, 10.51040, 12.14427], [20.32966, 11.35216, 15.55023], [20.56412, 12.73393, 14.48137], [22.99532, 11.28207, 15.31254], [22.19534, 12.34966, 16.46767], [23.65425, 13.48920, 15.22484], [19.30688, 17.64483, 18.39824], [20.65742, 17.15098, 18.77841], [20.51754, 16.02974, 19.89136], [21.32492, 16.50193, 17.57307], [21.57955, 18.29899, 19.31714], [21.05286, 19.16179, 20.48429], [20.41924, 18.59557, 21.63263], [18.87206, 17.04002, 17.62130], [19.49261, 18.67064, 18.05684], [18.70431, 17.60744, 19.31180], [20.03790, 15.18580, 19.37892], [19.94013, 16.40498, 20.71501], [21.55042, 15.84588, 20.18818], [22.25560, 16.02351, 17.85988], [21.53509, 17.29848, 16.84738], [20.61846, 15.76639, 17.21437], [21.74803, 18.85798, 18.40952], [22.47935, 17.76685, 19.62251], [20.29590, 19.85135, 20.15266], [21.95309, 19.72510, 20.74599], [21.00154, 18.03657, 22.16040], [15.75853, 16.81454, 15.30186], [14.64351, 16.20299, 14.47116], [13.72292, 15.66241, 15.10628], [14.74822, 16.22482, 13.18150], [16.08826, 17.77515, 14.92208], [16.61151, 16.16210, 15.24585], [15.47182, 16.91974, 16.33383], [17.35800, 8.78874, 15.49294], [16.07556, 8.07291, 16.12005], [15.14428, 8.87311, 16.47607], [16.01706, 6.86256, 16.12750], [17.62635, 9.63173, 16.12593], [17.01549, 9.24170, 14.53158], [18.24910, 8.21398, 15.23572], [13.45263, 14.09085, 22.52161], [14.21599, 13.21453, 23.65934], [14.01492, 11.96615, 23.69535], [14.97500, 13.92975, 24.39249], [12.94309, 13.51985, 21.73123], [14.25479, 14.69012, 22.05615], [12.78011, 14.80481, 23.02181], [20.24200, 11.72051, 18.42476], [20.24744, 10.21440, 17.93762], [20.58703, 9.98663, 16.73083], [19.84123, 9.39034, 18.75970], [19.78086, 11.90938, 19.39809], [19.93539, 12.52328, 17.75291], [21.29658, 11.92194, 18.65082]], "atomic_forces_ev_per_a": [[-0.61, -0.69, -0.28], [1.78, 1.15, 0.52], [-0.82, -0.64, -1.07], [0.21, 0.24, 0.04], [0.54, -0.91, -1.68], [-2.39, 0.85, 2.85], [1.57, 0.20, -1.79], [-0.84, 0.82, 2.45], [1.54, -0.43, -1.23], [-0.36, -0.23, -0.38], [-0.64, 0.47, 0.01], [0.07, -0.35, 0.40], [0.16, -0.22, 0.09], [0.78, 0.20, -0.45], [-0.52, 0.67, -0.52], [0.25, -0.58, 1.15], [0.39, 0.16, 1.82], [-1.00, 0.36, -0.42], [0.91, -0.40, -1.18], [-0.34, -0.98, 0.36], [0.13, -0.05, -0.02], [-0.18, 0.10, 0.11], [0.03, 0.02, -0.27], [-0.04, 0.17, -0.33], [0.41, -0.23, -0.38], [0.02, 0.19, 0.01], [-0.30, 0.45, -0.06], [0.13, -0.14, -0.27], [-0.33, -0.40, -0.07], [0.08, -0.18, -0.38], [0.08, 0.06, 0.02], [0.10, -0.07, -0.02], [-0.81, 0.40, 0.17], [-0.11, 0.55, 0.14], [-0.02, 0.07, -1.55], [-0.68, -0.54, 1.03], [-0.54, 0.18, -1.27], [-0.46, -0.12, -0.89], [1.24, -0.05, 0.48], [0.38, -0.58, -0.57], [0.21, 0.66, 1.15], [0.36, 0.18, 0.26], [0.03, 0.16, 0.25], [0.16, -0.28, 0.79], [0.10, 0.06, 0.40], [-0.28, -0.50, 0.09], [0.39, 0.30, 0.77], [-0.04, 0.29, -0.18], [0.04, -0.05, -0.07], [0.29, -0.11, -0.17], [0.18, 0.36, -0.44], [-0.07, -0.46, 0.07], [-0.49, 0.23, 0.42], [-0.25, 0.04, 0.18], [-0.31, -0.07, -0.88], [0.90, -0.73, 0.68], [-1.20, 0.80, -0.12], [0.43, -0.64, 1.28], [0.18, 0.48, -1.15], [-0.64, 0.54, 0.00], [0.16, -0.46, 1.38], [-0.07, 0.25, -0.48], [-0.02, 0.09, -0.20], [-0.26, -0.33, 0.28], [0.17, 0.45, 0.09], [-0.06, 0.08, -0.65], [-0.14, 0.34, -0.06], [0.12, -0.14, 0.16], [-0.20, -0.64, 0.23], [0.10, -0.07, -0.16], [0.15, -0.03, -0.25], [-0.17, 0.19, -0.21], [0.66, -0.10, 0.02], [0.09, 0.34, -0.22], [0.00, -0.03, -0.68], [-0.23, 0.06, 0.25], [-1.07, 1.20, 0.38], [-0.50, 0.11, -0.39], [-0.54, 0.69, -0.68], [-0.90, 0.59, -0.70], [1.76, -1.45, 0.05], [-0.43, 0.31, 0.29], [1.42, 0.82, -0.38], [0.25, -0.13, 0.26], [-0.01, -0.53, -0.34], [0.25, -0.07, -0.07], [0.11, -0.50, 0.80], [-0.42, -0.06, 0.38], [0.45, 0.43, -0.12], [0.74, 0.51, 0.15], [0.14, -0.28, 0.03], [0.14, -0.94, 0.09], [-0.27, 0.08, 0.22], [0.40, -0.22, -0.10], [-0.61, -0.13, -0.12], [-0.29, -0.62, 0.04], [-0.52, 0.09, 0.11], [-0.85, 0.50, 0.71], [0.22, 0.29, 0.18], [0.95, -0.08, 0.47], [0.17, 0.16, 0.19], [0.56, 0.43, -1.13], [-0.96, -0.09, 0.07], [-0.68, -0.13, 0.46], [0.21, 0.02, 0.15], [0.20, -0.10, -0.09], [0.15, -0.07, -0.03], [-0.33, 0.08, -0.15], [0.27, -0.11, -0.14], [-0.51, 0.03, -0.24], [0.22, -0.73, -0.23], [0.37, -0.26, 0.06], [-0.57, 0.13, -0.32], [0.35, -0.15, 0.26], [-0.35, -0.29, -0.60], [0.28, 0.00, -0.25], [0.06, -0.12, 0.33], [0.22, 0.04, -0.11], [0.64, 0.32, 0.52], [-0.04, 1.34, 0.44], [-0.39, -0.60, -0.58], [-1.21, 0.14, -0.15], [-0.14, 0.56, 0.86], [-0.04, -1.09, -0.27], [-0.38, 0.53, -0.37], [-0.37, 0.29, 0.37], [-0.04, -0.38, -0.39], [0.34, 0.48, -0.15], [0.65, -0.03, -0.36], [-0.39, -0.34, 0.43], [0.27, -0.18, 0.41], [0.02, -0.19, -0.12], [0.29, 0.20, 0.29], [0.23, -0.07, -0.52], [0.35, -0.38, -0.26], [-0.19, 0.05, -0.57], [0.14, -0.43, 0.34], [-0.27, -0.17, -0.31], [0.59, 0.27, 0.13], [0.55, 0.89, 0.64], [0.75, -1.21, 1.52], [0.59, 0.85, -1.97], [-0.26, 0.84, 0.58], [-1.33, -2.01, 0.24], [0.05, 0.06, 0.02], [0.31, -0.54, -0.67], [-0.08, -0.29, -0.15], [-0.63, -0.17, -0.02], [-0.09, 0.35, -0.38], [0.21, 0.07, 0.39], [-0.29, 0.22, 0.15], [-0.23, -0.43, 0.06], [0.05, 0.03, 0.21], [-0.21, -0.37, 0.04], [-0.03, -0.11, -0.37], [0.32, 0.70, 0.12], [0.14, 0.12, -0.15], [-0.08, 0.37, -0.42], [-0.16, 0.23, 0.22], [0.26, 0.19, -0.13], [-0.08, 0.47, -0.38], [0.42, 0.27, -2.18], [-0.69, -0.27, 0.48], [0.09, 0.43, 2.68], [-0.04, 0.19, -0.24], [0.51, -0.42, 0.03], [-0.10, -0.10, 0.37], [-1.18, 0.46, -0.35], [1.06, 1.23, -1.10], [0.32, -0.15, 0.76], [0.00, -1.24, 0.31], [0.21, 0.02, 0.11], [-0.02, -0.16, 0.45], [-0.31, -0.43, 0.51], [1.14, -0.27, 0.74], [-0.67, -0.95, -0.60], [0.44, 2.26, -0.25], [-0.65, -1.07, -0.65], [0.00, 0.00, 0.52], [-0.30, -0.08, 0.04], [0.04, -0.34, -0.20], [1.18, -0.14, 0.61], [-1.41, -0.11, -0.22], [0.19, 0.38, 0.72], [0.24, 0.32, 0.07], [-0.42, -0.49, -0.24], [-0.18, -0.25, -0.50], [0.19, 0.12, -0.18]], "lowdin_charge": [0.172, -0.352, 0.242, -1.032, 0.159, -0.353, 0.155, 0.199, -0.325, 0.166, -0.388, 0.219, 0.118, 0.023, -0.309, -0.014, 0.027, -0.083, -0.212, -0.081, 0.109, 0.097, 0.117, 0.109, 0.097, 0.112, 0.075, 0.102, 0.102, 0.108, 0.074, 0.110, 0.098, 0.023, -0.016, -0.303, 0.023, 0.046, -0.080, -0.206, -0.049, 0.105, 0.090, 0.101, 0.099, 0.105, 0.098, 0.100, 0.094, 0.105, 0.097, 0.132, 0.132, 0.120, 0.048, 0.008, -0.347, -0.001, -0.054, -0.072, -0.217, -0.041, 0.100, 0.105, 0.108, 0.121, 0.074, 0.105, 0.105, 0.109, 0.066, 0.143, 0.142, 0.117, 0.108, 0.099, 0.006, -0.309, 0.025, 0.020, -0.063, -0.245, -0.033, 0.112, 0.102, 0.070, 0.098, 0.114, 0.079, 0.097, 0.099, 0.103, 0.144, 0.141, 0.135, 0.125, 0.098, 0.027, -0.334, 0.006, -0.011, -0.064, -0.200, -0.065, 0.097, 0.108, 0.105, 0.083, 0.116, 0.102, 0.115, 0.063, 0.092, 0.123, 0.122, 0.108, 0.119, 0.085, 0.036, -0.316, 0.020, -0.011, -0.127, -0.211, -0.066, 0.086, 0.107, 0.118, 0.094, 0.100, 0.117, 0.095, 0.090, 0.107, 0.094, 0.101, 0.122, 0.118, 0.083, 0.023, -0.326, 0.070, 0.027, -0.067, -0.205, -0.057, 0.089, 0.115, 0.116, 0.102, 0.079, 0.106, 0.109, 0.118, 0.082, 0.128, 0.130, 0.119, 0.133, 0.098, 0.009, -0.651, -0.045, -0.108, 0.082, 0.058, 0.046, 0.001, -0.726, -0.159, 0.023, 0.052, 0.049, 0.069, -0.021, -0.649, -0.061, -0.141, 0.042, 0.029, 0.060, -0.022, -0.710, -0.116, -0.016, 0.060, 0.038, 0.060]}